Entry one
DFT (ωB97M-V with the def2-TZVPD basis set) results for a cluster of 11 separate species, C46H124N10O13 in total.

Bonds (Å) are listed after each position.
Atoms and positions in Å:
1 C -5.89 6.33 -6.28  O2 1.419, H7 1.090, H8 1.090, H9 1.090
2 O -6.41 6.20 -4.97  C1 1.419, C3 1.431
3 C -6.20 4.91 -4.38  O2 1.431, C4 1.603, H10 1.090, H11 1.090
4 C -7.52 4.00 -4.46  C3 1.603, C5 1.597, N6 1.446, H12 1.090
5 C -8.85 4.57 -3.77  C4 1.597, H13 1.090, H14 1.090, H15 1.090
6 N -7.27 2.78 -3.74  C4 1.446, H16 1.010, H17 1.010
7 H -5.89 7.41 -6.43  C1 1.090
8 H -6.30 5.68 -7.05  C1 1.090
9 H -4.83 6.11 -6.12  C1 1.090
10 H -5.36 4.43 -4.87  C3 1.090
11 H -5.90 5.02 -3.34  C3 1.090
12 H -7.76 3.82 -5.51  C4 1.090
13 H -8.84 4.37 -2.69  C5 1.090
14 H -9.76 4.00 -3.94  C5 1.090
15 H -9.02 5.62 -4.00  C5 1.090
16 H -6.36 2.38 -3.93  N6 1.010
17 H -7.33 2.84 -2.73  N6 1.010
18 C 5.84 -11.72 0.81  O19 1.413, H24 1.090, H25 1.090, H26 1.090
19 O 5.73 -12.88 0.00  C18 1.413, C20 1.375
20 C 5.81 -14.12 0.58  O19 1.375, C21 1.529, H27 1.090, H28 1.090
21 C 7.22 -14.50 1.03  C20 1.529, C22 1.473, N23 1.452, H29 1.090
22 C 8.33 -14.44 0.06  C21 1.473, H30 1.090, H31 1.090, H32 1.090
23 N 7.11 -15.81 1.66  C21 1.452, H33 1.010, H34 1.010
24 H 6.13 -10.93 0.12  C18 1.090
25 H 6.57 -11.92 1.59  C18 1.090
26 H 4.91 -11.44 1.30  C18 1.090
27 H 5.11 -14.23 1.41  C20 1.090
28 H 5.46 -14.90 -0.09  C20 1.090
29 H 7.53 -13.76 1.78  C21 1.090
30 H 8.21 -15.06 -0.83  C22 1.090
31 H 9.27 -14.71 0.54  C22 1.090
32 H 8.54 -13.39 -0.12  C22 1.090
33 H 6.54 -16.56 1.30  N23 1.010
34 H 7.92 -16.38 1.49  N23 1.010
35 C 3.86 -15.21 7.32  O36 1.400, H41 1.090, H42 1.090, H43 1.090
36 O 3.24 -14.71 8.47  C35 1.400, C37 1.426
37 C 3.32 -13.32 8.76  O36 1.426, C38 1.548, H44 1.090, H45 1.090
38 C 2.60 -12.45 7.69  C37 1.548, C39 1.500, N40 1.489, H46 1.090
39 C 2.44 -11.02 8.10  C38 1.500, H47 1.090, H48 1.090, H49 1.090
40 N 1.24 -12.99 7.42  C38 1.489, H50 1.010, H51 1.010
41 H 4.84 -14.83 7.02  C35 1.090
42 H 3.23 -15.04 6.44  C35 1.090
43 H 3.81 -16.28 7.50  C35 1.090
44 H 3.00 -13.15 9.78  C37 1.090
45 H 4.35 -12.97 8.63  C37 1.090
46 H 3.21 -12.42 6.79  C38 1.090
47 H 1.81 -10.90 8.98  C39 1.090
48 H 2.01 -10.39 7.32  C39 1.090
49 H 3.43 -10.66 8.37  C39 1.090
50 H 1.00 -12.79 6.46  N40 1.010
51 H 1.41 -13.99 7.38  N40 1.010
52 C 0.92 0.03 -5.46  O53 1.475, H58 1.090, H59 1.090, H60 1.090
53 O 1.59 0.95 -6.40  C52 1.475, C54 1.424
54 C 0.70 1.87 -7.04  O53 1.424, C55 1.514, H61 1.090, H62 1.090
55 C 1.51 2.80 -7.92  C54 1.514, C56 1.453, N57 1.444, H63 1.090
56 C 2.77 3.21 -7.34  C55 1.453, H64 1.090, H65 1.090, H66 1.090
57 N 0.85 3.98 -8.43  C55 1.444, H67 1.010, H68 1.010
58 H 1.39 -0.95 -5.45  C52 1.090
59 H -0.13 -0.05 -5.76  C52 1.090
60 H 0.98 0.39 -4.44  C52 1.090
61 H -0.13 1.38 -7.54  C54 1.090
62 H 0.31 2.52 -6.25  C54 1.090
63 H 1.70 2.25 -8.84  C55 1.090
64 H 3.45 2.36 -7.26  C56 1.090
65 H 2.74 3.57 -6.31  C56 1.090
66 H 3.27 4.05 -7.82  C56 1.090
67 H 1.06 4.72 -7.77  N57 1.010
68 H -0.15 3.95 -8.42  N57 1.010
69 C -11.50 -0.55 3.55  O70 1.415, H75 1.090, H76 1.090, H77 1.090
70 O -10.15 -0.21 3.79  C69 1.415, C71 1.438
71 C -9.46 0.06 2.55  O70 1.438, C72 1.544, H78 1.090, H79 1.090
72 C -8.08 0.62 2.96  C71 1.544, C73 1.511, N74 1.485, H80 1.090
73 C -8.04 2.03 3.48  C72 1.511, H81 1.090, H82 1.090, H83 1.090
74 N -7.01 0.48 1.95  C72 1.485, H84 1.010, H85 1.010
75 H -11.84 -1.03 4.47  C69 1.090
76 H -11.56 -1.37 2.83  C69 1.090
77 H -12.12 0.24 3.14  C69 1.090
78 H -9.47 -0.84 1.94  C71 1.090
79 H -10.02 0.69 1.86  C71 1.090
80 H -7.74 -0.06 3.75  C72 1.090
81 H -7.05 2.49 3.58  C73 1.090
82 H -8.40 2.00 4.51  C73 1.090
83 H -8.65 2.60 2.78  C73 1.090
84 H -6.72 -0.47 1.76  N74 1.010
85 H -6.12 0.85 2.25  N74 1.010
86 C 0.15 10.36 -7.59  O87 1.385, H92 1.090, H93 1.090, H94 1.090
87 O 0.67 9.90 -6.39  C86 1.385, C88 1.448
88 C 0.08 10.51 -5.22  O87 1.448, C89 1.619, H95 1.090, H96 1.090
89 C 0.97 10.08 -3.94  C88 1.619, C90 1.527, N91 1.500, H97 1.090
90 C 0.85 8.60 -3.58  C89 1.527, H98 1.090, H99 1.090, H100 1.090
91 N 0.54 10.81 -2.70  C89 1.500, H101 1.010, H102 1.010
92 H 0.41 9.83 -8.51  C86 1.090
93 H 0.48 11.40 -7.67  C86 1.090
94 H -0.94 10.40 -7.57  C86 1.090
95 H 0.11 11.60 -5.33  C88 1.090
96 H -1.00 10.39 -5.12  C88 1.090
97 H 2.01 10.30 -4.16  C89 1.090
98 H -0.22 8.37 -3.56  C90 1.090
99 H 1.20 8.21 -2.62  C90 1.090
100 H 1.37 8.01 -4.34  C90 1.090
101 H 0.81 11.79 -2.68  N91 1.010
102 H -0.38 10.60 -2.35  N91 1.010
103 C 6.32 1.40 -0.85  O104 1.420, H109 1.090, H110 1.090, H111 1.090
104 O 6.66 1.72 0.49  C103 1.420, C105 1.470
105 C 8.10 1.71 0.76  O104 1.470, C106 1.514, H112 1.090, H113 1.090
106 C 8.51 1.82 2.22  C105 1.514, C107 1.522, N108 1.441, H114 1.090
107 C 7.85 2.95 3.00  C106 1.522, H115 1.090, H116 1.090, H117 1.090
108 N 9.93 1.96 2.38  C106 1.441, H118 1.010, H119 1.010
109 H 5.25 1.61 -0.90  C103 1.090
110 H 6.62 0.38 -1.12  C103 1.090
111 H 6.87 2.05 -1.52  C103 1.090
112 H 8.57 0.77 0.46  C105 1.090
113 H 8.54 2.61 0.33  C105 1.090
114 H 8.18 0.87 2.63  C106 1.090
115 H 8.50 3.80 2.81  C107 1.090
116 H 7.73 2.74 4.06  C107 1.090
117 H 6.82 3.15 2.68  C107 1.090
118 H 10.38 2.81 2.07  N108 1.010
119 H 10.31 1.31 1.71  N108 1.010
120 C -10.62 -2.64 -4.83  O121 1.405, H126 1.090, H127 1.090, H128 1.090
121 O -10.08 -3.88 -5.20  C120 1.405, C122 1.460
122 C -8.70 -4.12 -4.79  O121 1.460, C123 1.598, H129 1.090, H130 1.090
123 C -8.19 -5.59 -5.14  C122 1.598, C124 1.591, N125 1.436, H131 1.090
124 C -6.88 -6.09 -4.39  C123 1.591, H132 1.090, H133 1.090, H134 1.090
125 N -7.85 -5.80 -6.52  C123 1.436, H135 1.010, H136 1.010
126 H -10.03 -1.94 -5.44  C120 1.090
127 H -10.48 -2.38 -3.78  C120 1.090
128 H -11.68 -2.51 -5.04  C120 1.090
129 H -8.11 -3.39 -5.35  C122 1.090
130 H -8.52 -4.12 -3.72  C122 1.090
131 H -8.99 -6.33 -4.99  C123 1.090
132 H -6.70 -7.16 -4.51  C124 1.090
133 H -7.09 -5.95 -3.33  C124 1.090
134 H -6.02 -5.46 -4.62  C124 1.090
135 H -8.38 -5.16 -7.08  N125 1.010
136 H -6.86 -5.78 -6.73  N125 1.010
137 C 2.91 13.48 6.44  O138 1.441, H146 1.090, H147 1.090, H148 1.090
138 O 3.15 12.95 5.12  C137 1.441, C139 1.453
139 C 2.10 13.06 4.13  O138 1.453, C140 1.559, H149 1.090, H150 1.090
140 C 1.03 11.93 4.28  C139 1.559, N141 1.500, H151 1.090, H152 1.090
141 N -0.12 12.21 3.36  C140 1.500, C142 1.546, H153 1.010
142 C -1.36 11.32 3.63  N141 1.546, C143 1.590, H154 1.090, H155 1.090
143 C -2.47 11.73 2.57  C142 1.590, O144 1.433, H156 1.090, H157 1.090
144 O -2.15 10.98 1.39  C143 1.433, C145 1.397
145 C -3.06 11.18 0.34  O144 1.397, H158 1.090, H159 1.090, H160 1.090
146 H 3.82 13.59 7.03  C137 1.090
147 H 2.28 12.78 6.99  C137 1.090
148 H 2.43 14.46 6.39  C137 1.090
149 H 2.52 13.05 3.12  C139 1.090
150 H 1.62 14.04 4.08  C139 1.090
151 H 0.65 11.90 5.30  C140 1.090
152 H 1.38 10.93 4.04  C140 1.090
153 H 0.20 11.96 2.44  N141 1.010
154 H -1.67 11.50 4.66  C142 1.090
155 H -1.03 10.28 3.59  C142 1.090
156 H -2.48 12.78 2.27  C143 1.090
157 H -3.44 11.40 2.94  C143 1.090
158 H -3.24 12.16 -0.10  C145 1.090
159 H -3.97 10.64 0.59  C145 1.090
160 H -2.77 10.46 -0.42  C145 1.090
161 C -1.14 2.33 1.41  O162 1.413, H170 1.090, H171 1.090, H172 1.090
162 O -0.83 1.04 1.90  C161 1.413, C163 1.450
163 C 0.61 0.91 1.97  O162 1.450, C164 1.565, H173 1.090, H174 1.090
164 C 1.17 -0.52 2.30  C163 1.565, N165 1.473, H175 1.090, H176 1.090
165 N 1.32 -1.31 1.06  C164 1.473, C166 1.510, H177 1.010
166 C 1.72 -2.74 1.34  N165 1.510, C167 1.600, H178 1.090, H179 1.090
167 C 0.72 -3.66 2.18  C166 1.600, O168 1.458, H180 1.090, H181 1.090
168 O -0.29 -4.22 1.29  C167 1.458, C169 1.451
169 C -1.04 -3.23 0.53  O168 1.451, H182 1.090, H183 1.090, H184 1.090
170 H -2.21 2.42 1.21  C161 1.090
171 H -0.63 2.51 0.47  C161 1.090
172 H -1.03 3.18 2.09  C161 1.090
173 H 0.85 1.51 2.85  C163 1.090
174 H 1.26 1.33 1.20  C163 1.090
175 H 0.50 -1.00 3.01  C164 1.090
176 H 2.11 -0.35 2.82  C164 1.090
177 H 1.93 -0.91 0.36  N165 1.010
178 H 2.72 -2.81 1.75  C166 1.090
179 H 1.81 -3.11 0.32  C166 1.090
180 H 0.21 -3.09 2.96  C167 1.090
181 H 1.09 -4.55 2.70  C167 1.090
182 H -1.23 -2.40 1.21  C169 1.090
183 H -1.98 -3.58 0.12  C169 1.090
184 H -0.56 -2.85 -0.37  C169 1.090
185 C 9.91 -7.05 2.39  C186 1.535, H188 1.090, H189 1.090, H190 1.090
186 C 9.50 -5.87 3.27  C185 1.535, O187 1.495, H191 1.090, H192 1.090
187 O 8.04 -5.99 3.60  C186 1.495, H193 0.960
188 H 10.88 -6.76 1.98  C185 1.090
189 H 9.25 -7.16 1.53  C185 1.090
190 H 9.86 -7.96 2.99  C185 1.090
191 H 9.48 -4.92 2.74  C186 1.090
192 H 10.12 -5.86 4.17  C186 1.090
193 H 7.97 -5.72 4.52  O187 0.960

SMILES: COC[C@H](C)N.COC[C@H](C)N.COC[C@H](C)N.COC[C@H](C)N.COC[C@H](C)N.COC[C@H](C)N.COC[C@H](C)N.COC[C@H](C)N.COCCNCCOC.COCCNCCOC.CCO
E_LUMO: 0.006 Eh
Multiplicity: 1
HOMO energy: -8.749 eV

Entry two
DFT (ωB97M-V with the def2-TZVPD basis set) results for a cluster of 11 separate species, C46H124N10O13 in total.

Bonds (Å) are listed after each position.
Atoms and positions in Å:
1 C 4.75 -4.98 -1.86  O2 1.417, H7 1.088, H8 1.090, H9 1.101
2 O 5.06 -4.02 -0.87  C1 1.417, C3 1.417
3 C 4.42 -2.77 -1.02  O2 1.417, C4 1.512, H10 1.100, H11 1.097
4 C 5.29 -1.71 -1.66  C3 1.512, C5 1.509, N6 1.458, H12 1.097
5 C 6.58 -1.50 -0.91  C4 1.509, H13 1.098, H14 1.094, H15 1.087
6 N 4.59 -0.44 -1.70  C4 1.458, H16 1.013, H17 1.014
7 H 5.16 -5.92 -1.50  C1 1.088
8 H 5.08 -4.68 -2.86  C1 1.090
9 H 3.66 -5.12 -1.86  C1 1.101
10 H 3.50 -2.90 -1.62  C3 1.100
11 H 4.09 -2.43 -0.03  C3 1.097
12 H 5.54 -2.02 -2.68  C4 1.097
13 H 6.41 -0.85 -0.04  C5 1.098
14 H 7.28 -0.89 -1.48  C5 1.094
15 H 7.05 -2.43 -0.61  C5 1.087
16 H 3.62 -0.52 -2.00  N6 1.013
17 H 4.56 0.06 -0.81  N6 1.014
18 C -4.52 4.50 -2.43  O19 1.416, H24 1.086, H25 1.092, H26 1.097
19 O -4.45 5.11 -3.71  C18 1.416, C20 1.400
20 C -4.82 6.46 -3.73  O19 1.400, C21 1.526, H27 1.103, H28 1.096
21 C -6.32 6.73 -3.61  C20 1.526, C22 1.523, N23 1.459, H29 1.097
22 C -7.17 5.99 -4.63  C21 1.523, H30 1.089, H31 1.096, H32 1.094
23 N -6.51 8.17 -3.60  C21 1.459, H33 1.020, H34 1.021
24 H -4.58 3.43 -2.61  C18 1.086
25 H -5.38 4.86 -1.87  C18 1.092
26 H -3.62 4.71 -1.83  C18 1.097
27 H -4.29 7.04 -2.95  C20 1.103
28 H -4.47 6.91 -4.67  C20 1.096
29 H -6.65 6.35 -2.64  C21 1.097
30 H -6.91 6.20 -5.67  C22 1.089
31 H -8.22 6.24 -4.48  C22 1.096
32 H -7.15 4.92 -4.41  C22 1.094
33 H -5.91 8.75 -4.20  N23 1.020
34 H -7.38 8.43 -4.07  N23 1.021
35 C -5.33 9.52 -0.65  O36 1.413, H41 1.093, H42 1.101, H43 1.088
36 O -4.89 9.62 0.69  C35 1.413, C37 1.407
37 C -4.93 8.41 1.40  O36 1.407, C38 1.525, H44 1.089, H45 1.103
38 C -3.92 7.38 0.90  C37 1.525, C39 1.523, N40 1.474, H46 1.101
39 C -3.81 6.21 1.87  C38 1.523, H47 1.092, H48 1.088, H49 1.096
40 N -2.60 8.00 0.73  C38 1.474, H50 1.017, H51 1.019
41 H -6.21 8.89 -0.81  C35 1.093
42 H -4.55 9.10 -1.30  C35 1.101
43 H -5.49 10.54 -0.98  C35 1.088
44 H -4.80 8.64 2.45  C37 1.089
45 H -5.92 7.94 1.25  C37 1.103
46 H -4.29 6.95 -0.05  C38 1.101
47 H -3.42 6.54 2.84  C39 1.092
48 H -3.16 5.43 1.49  C39 1.088
49 H -4.81 5.79 2.06  C39 1.096
50 H -2.09 7.50 0.01  N40 1.017
51 H -2.76 8.92 0.32  N40 1.019
52 C -0.34 -0.93 -2.75  O53 1.411, H58 1.091, H59 1.095, H60 1.094
53 O -0.70 -2.26 -3.04  C52 1.411, C54 1.407
54 C 0.41 -3.13 -3.11  O53 1.407, C55 1.525, H61 1.097, H62 1.110
55 C -0.07 -4.54 -3.42  C54 1.525, C56 1.512, N57 1.476, H63 1.098
56 C -1.31 -4.94 -2.65  C55 1.512, H64 1.089, H65 1.098, H66 1.091
57 N 0.99 -5.56 -3.25  C55 1.476, H67 1.019, H68 1.015
58 H -1.03 -0.24 -3.25  C52 1.091
59 H 0.69 -0.74 -3.07  C52 1.095
60 H -0.42 -0.73 -1.68  C52 1.094
61 H 1.16 -2.77 -3.83  C54 1.097
62 H 0.89 -3.17 -2.11  C54 1.110
63 H -0.31 -4.58 -4.49  C55 1.098
64 H -2.18 -4.40 -3.00  C56 1.089
65 H -1.24 -4.71 -1.58  C56 1.098
66 H -1.50 -6.02 -2.68  C56 1.091
67 H 0.93 -5.91 -2.29  N57 1.019
68 H 1.93 -5.17 -3.31  N57 1.015
69 C 6.92 4.15 0.51  O70 1.408, H75 1.088, H76 1.102, H77 1.094
70 O 5.76 3.66 1.15  C69 1.408, C71 1.407
71 C 5.18 2.60 0.43  O70 1.407, C72 1.502, H78 1.104, H79 1.107
72 C 4.07 2.03 1.27  C71 1.502, C73 1.524, N74 1.468, H80 1.101
73 C 4.52 1.20 2.46  C72 1.524, H81 1.091, H82 1.090, H83 1.092
74 N 3.13 1.26 0.44  C72 1.468, H84 1.014, H85 1.018
75 H 7.17 5.09 0.99  C69 1.088
76 H 6.72 4.40 -0.54  C69 1.102
77 H 7.74 3.43 0.52  C69 1.094
78 H 4.83 2.96 -0.55  C71 1.104
79 H 5.93 1.84 0.14  C71 1.107
80 H 3.51 2.90 1.64  C72 1.101
81 H 3.71 0.62 2.89  C73 1.091
82 H 4.84 1.88 3.26  C73 1.090
83 H 5.32 0.53 2.15  C73 1.092
84 H 2.60 1.84 -0.20  N74 1.014
85 H 2.39 0.83 0.99  N74 1.018
86 C 2.38 -8.18 -1.49  O87 1.412, H92 1.086, H93 1.099, H94 1.099
87 O 1.56 -7.36 -0.69  C86 1.412, C88 1.406
88 C 2.12 -7.09 0.57  O87 1.406, C89 1.504, H95 1.107, H96 1.101
89 C 1.11 -6.42 1.46  C88 1.504, C90 1.521, N91 1.451, H97 1.093
90 C 0.74 -5.04 0.93  C89 1.521, H98 1.098, H99 1.090, H100 1.090
91 N 1.59 -6.27 2.82  C89 1.451, H101 1.007, H102 1.019
92 H 2.06 -8.25 -2.52  C86 1.086
93 H 2.41 -9.17 -1.02  C86 1.099
94 H 3.43 -7.82 -1.49  C86 1.099
95 H 2.43 -8.04 1.05  C88 1.107
96 H 3.08 -6.54 0.50  C88 1.101
97 H 0.22 -7.06 1.47  C89 1.093
98 H 1.66 -4.49 0.72  C90 1.098
99 H 0.17 -4.43 1.62  C90 1.090
100 H 0.16 -5.12 0.00  C90 1.090
101 H 1.66 -7.14 3.33  N91 1.007
102 H 2.36 -5.62 2.95  N91 1.019
103 C -3.03 -2.15 -0.65  O104 1.416, H109 1.085, H110 1.097, H111 1.097
104 O -3.44 -1.83 0.67  C103 1.416, C105 1.396
105 C -4.80 -2.04 0.89  O104 1.396, C106 1.536, H112 1.099, H113 1.102
106 C -5.23 -1.42 2.23  C105 1.536, C107 1.526, N108 1.459, H114 1.097
107 C -4.34 -1.86 3.39  C106 1.526, H115 1.092, H116 1.089, H117 1.091
108 N -6.63 -1.71 2.54  C106 1.459, H118 1.016, H119 1.019
109 H -1.95 -2.08 -0.64  C103 1.085
110 H -3.51 -1.51 -1.40  C103 1.097
111 H -3.33 -3.18 -0.90  C103 1.097
112 H -5.41 -1.55 0.11  C105 1.099
113 H -5.01 -3.12 0.94  C105 1.102
114 H -5.13 -0.34 2.10  C106 1.097
115 H -4.72 -2.81 3.77  C107 1.092
116 H -4.32 -1.12 4.19  C107 1.089
117 H -3.30 -1.98 3.07  C107 1.091
118 H -6.78 -2.70 2.73  N108 1.016
119 H -7.19 -1.55 1.70  N108 1.019
120 C 6.66 1.44 -3.73  O121 1.411, H126 1.098, H127 1.096, H128 1.088
121 O 5.83 2.10 -4.67  C120 1.411, C122 1.400
122 C 4.47 2.03 -4.33  O121 1.400, C123 1.509, H129 1.098, H130 1.101
123 C 3.68 2.82 -5.33  C122 1.509, C124 1.514, N125 1.483, H131 1.094
124 C 2.30 3.18 -4.82  C123 1.514, H132 1.086, H133 1.096, H134 1.092
125 N 3.50 2.12 -6.63  C123 1.483, H135 1.010, H136 1.009
126 H 6.41 0.37 -3.80  C120 1.098
127 H 6.49 1.76 -2.70  C120 1.096
128 H 7.70 1.61 -3.97  C120 1.088
129 H 4.18 0.97 -4.36  C122 1.098
130 H 4.23 2.49 -3.36  C122 1.101
131 H 4.21 3.73 -5.61  C123 1.094
132 H 1.81 3.89 -5.48  C124 1.086
133 H 2.40 3.68 -3.85  C124 1.096
134 H 1.70 2.28 -4.65  C124 1.092
135 H 4.27 1.48 -6.81  N125 1.010
136 H 2.62 1.65 -6.72  N125 1.009
137 C -0.20 -5.19 9.24  O138 1.404, H146 1.089, H147 1.097, H148 1.096
138 O -0.67 -5.49 7.95  C137 1.404, C139 1.399
139 C 0.35 -5.79 7.03  O138 1.399, C140 1.511, H149 1.096, H150 1.100
140 C 1.03 -4.57 6.46  C139 1.511, N141 1.464, H151 1.094, H152 1.100
141 N 2.20 -4.99 5.68  C140 1.464, C142 1.460, H153 1.021
142 C 3.03 -3.85 5.31  N141 1.460, C143 1.493, H154 1.093, H155 1.100
143 C 4.21 -4.29 4.50  C142 1.493, O144 1.430, H156 1.092, H157 1.097
144 O 3.77 -4.39 3.14  C143 1.430, C145 1.411
145 C 4.79 -4.78 2.25  O144 1.411, H158 1.090, H159 1.101, H160 1.092
146 H -1.04 -5.24 9.93  C137 1.089
147 H 0.21 -4.18 9.29  C137 1.097
148 H 0.55 -5.91 9.56  C137 1.096
149 H -0.08 -6.39 6.23  C139 1.096
150 H 1.11 -6.47 7.45  C139 1.100
151 H 1.37 -3.91 7.26  C140 1.094
152 H 0.35 -3.98 5.82  C140 1.100
153 H 1.84 -5.38 4.81  N141 1.021
154 H 3.37 -3.37 6.24  C142 1.093
155 H 2.43 -3.11 4.76  C142 1.100
156 H 4.58 -5.26 4.80  C143 1.092
157 H 4.99 -3.52 4.55  C143 1.097
158 H 5.28 -5.73 2.44  C145 1.090
159 H 5.51 -3.95 2.15  C145 1.101
160 H 4.36 -4.73 1.25  C145 1.092
161 C 1.67 -1.45 1.96  O162 1.410, H170 1.093, H171 1.092, H172 1.099
162 O 0.91 -0.27 1.78  C161 1.410, C163 1.409
163 C -0.46 -0.54 1.94  O162 1.409, C164 1.510, H173 1.105, H174 1.098
164 C -1.33 0.62 1.52  C163 1.510, N165 1.445, H175 1.089, H176 1.105
165 N -1.53 0.65 0.09  C164 1.445, C166 1.461, H177 1.007
166 C -2.27 1.81 -0.40  N165 1.461, C167 1.502, H178 1.102, H179 1.097
167 C -1.64 3.16 -0.20  C166 1.502, O168 1.427, H180 1.099, H181 1.087
168 O -0.72 3.55 -1.22  C167 1.427, C169 1.398
169 C 0.37 2.69 -1.37  O168 1.398, H182 1.096, H183 1.093, H184 1.096
170 H 2.71 -1.24 1.70  C161 1.093
171 H 1.32 -2.25 1.32  C161 1.092
172 H 1.73 -1.78 3.01  C161 1.099
173 H -0.63 -0.70 3.02  C163 1.105
174 H -0.82 -1.47 1.48  C163 1.098
175 H -0.87 1.54 1.87  C164 1.089
176 H -2.28 0.50 2.09  C164 1.105
177 H -1.95 -0.19 -0.27  N165 1.007
178 H -3.31 1.82 -0.04  C166 1.102
179 H -2.35 1.63 -1.48  C166 1.097
180 H -1.11 3.21 0.76  C167 1.099
181 H -2.36 3.97 -0.19  C167 1.087
182 H 0.74 2.36 -0.39  C169 1.096
183 H 1.17 3.20 -1.91  C169 1.093
184 H 0.15 1.80 -1.97  C169 1.096
185 C -7.34 2.66 -0.98  C186 1.513, H188 1.091, H189 1.090, H190 1.088
186 C -6.79 2.23 0.36  C185 1.513, O187 1.444, H191 1.094, H192 1.090
187 O -5.52 2.88 0.55  C186 1.444, H193 0.961
188 H -8.19 2.02 -1.21  C185 1.091
189 H -6.59 2.48 -1.75  C185 1.090
190 H -7.56 3.73 -0.94  C185 1.088
191 H -6.55 1.16 0.37  C186 1.094
192 H -7.48 2.49 1.17  C186 1.090
193 H -5.46 3.14 1.47  O187 0.961

SMILES: COC[C@H](C)N.COC[C@H](C)N.COC[C@H](C)N.COC[C@H](C)N.COC[C@H](C)N.COC[C@H](C)N.COC[C@H](C)N.COC[C@H](C)N.COCCNCCOC.COCCNCCOC.CCO
E_LUMO: 0.017 Eh
Multiplicity: 1
HOMO energy: -8.622 eV

Most stable of them? entry two.